P) C6H6N2 | wB97M-V/def2-TZVPD

Cartesian coordinates (Å):
C 2.756 -0.102 -0.256
C 1.578 -0.326 -0.052
C 0.097 -0.508 0.147
C -0.191 -1.932 0.644
N -0.413 -3.062 0.873
C -0.609 0.660 0.894
C -1.302 1.021 -0.439
N -0.848 -0.290 -0.974
H 3.768 -0.021 -0.611
H -1.284 0.292 1.600
H 0.044 1.352 1.450
H -2.356 1.268 -0.407
H -0.785 1.883 -0.923
H -0.455 -0.234 -1.946

Calculated values
HOMO: -9.941 eV
Net charge: 0
Kohn-Sham gap: 10.75 eV
Structure (SMILES): C#C[C@@]1(C#N)CCN1
2S+1: 1

Atomic partial charges in e from the Mulliken method, atoms 1 to 8: number 1, C, carries 0.170; number 2, C, carries -1.205; number 3, C, carries 1.548; number 4, C, carries -0.201; number 5, N, carries -0.456; number 6, C, carries -0.807; number 7, C, carries -0.423; number 8, N, carries -0.536

=====

Q) C6H6N2 | wB97M-V/def2-TZVPD

Cartesian coordinates (Å):
C 0.455 2.354 -0.130
C 0.984 1.187 -0.039
C 1.290 -0.198 -0.040
C 2.540 -0.627 0.153
C 0.241 -1.362 -0.207
N -1.134 -1.286 -0.157
N -1.595 0.068 -0.096
C -2.873 0.102 0.087
H -0.161 3.270 -0.135
H 3.537 0.042 0.164
H 2.652 -1.729 0.061
H 0.725 -2.366 -0.322
H -3.132 1.338 -0.078
H -3.528 -0.794 0.737

Calculated values
HOMO: -8.896 eV
Net charge: 0
Kohn-Sham gap: 8.75 eV
Structure (SMILES): C#CC(=C)/C=N\N=C
2S+1: 1

Atomic partial charges in e from the Mulliken method, atoms 1 to 8: number 1, C, carries -0.248; number 2, C, carries -0.239; number 3, C, carries 0.803; number 4, C, carries -0.769; number 5, C, carries -0.203; number 6, N, carries -0.555; number 7, N, carries -0.038; number 8, C, carries -0.304

=====

P) has the most favorable energy; the next structure is 76.4 kcal/mol above.